[1]
# C18H39NO2

One molecule with the formula C18H39NO2 at a distorted geometry (ωB97M-V with the def2-TZVPD basis set, the OMol25 dataset).

## Properties
**Calculated total energy**: -914.48988 a.u.
**ΔE to the lowest compared entry with this formula, charge and spin**: 5.3 kcal per mole
**Strongest force on any atom**: 0.020 Eh/bohr
**LUMO energy**: 0.8 eV
**HOMO-LUMO gap**: 10.06 eV
**SMILES string**: CCCCCCCCCCCCCCC[C@@H](O)[C@@H](N)CO

CARTESIAN COORDINATES (ANGSTROEM)
O 0.258 -1.041 1.342
H 0.424 0.851 3.262
H -1.936 4.805 -2.076
H 0.370 3.253 2.742
C -0.924 -3.124 3.010
H -1.677 -0.791 1.772
C -0.211 4.136 0.878
C -0.244 3.490 -2.213
H 0.038 3.840 -3.209
H 0.964 -3.924 -2.067
C 0.020 -1.519 -3.033
H 2.216 -3.194 -3.072
H -2.638 -1.339 4.057
C -0.550 0.756 2.773
H -1.316 0.967 3.517
H -1.865 -3.171 2.437
H -2.046 5.108 0.307
H 3.511 -2.617 -1.016
H 4.162 -4.928 -0.384
C -0.643 1.738 1.608
H -1.676 -1.847 5.280
H -1.314 -0.439 -1.750
H -1.681 -0.276 -3.468
H -1.833 2.303 -3.063
H 2.697 -5.559 -1.136
H 3.946 -4.811 -2.132
C -1.019 2.180 -2.345
H -1.611 1.603 1.122
C -0.476 3.191 2.052
H 1.826 -1.003 -1.970
C -1.411 4.298 -0.060
H 0.079 5.116 1.264
C -1.023 4.605 -1.510
C -0.867 -0.309 -2.739
N -1.710 -1.251 4.460
H -1.018 -3.785 3.878
H 1.125 -0.815 1.701
C 1.057 -1.777 -1.940
C -0.119 1.021 -2.770
H 0.270 -1.613 3.984
C -0.722 -0.690 2.302
H 0.571 -1.723 -0.964
H 0.274 1.200 -3.774
H -0.418 5.515 -1.528
H 0.643 3.746 0.322
H 0.684 3.296 -1.672
C 2.755 -3.406 -1.000
H -1.367 3.514 2.596
H 0.129 1.494 0.874
H 0.290 -3.002 1.525
C 1.726 -3.141 -2.096
C -0.710 -1.672 3.494
C 3.433 -4.759 -1.174
O 0.142 -3.626 2.253
H 0.524 -1.380 -3.993
H -2.017 3.393 -0.043
H -1.462 1.920 -1.384
H 2.261 -3.375 -0.026
H 0.728 0.971 -2.084
H -0.619 -2.401 -3.122



[2]
# C18H39NO3

C18H39NO3 as an isolated structure at a distorted geometry (ωB97M-V with the def2-TZVPD basis set, the OMol25 dataset).

## Properties
**Calculated total energy**: -989.04642 a.u.
**ΔE to the lowest compared entry with this formula, charge and spin**: 431.1 kcal per mole
**Strongest force on any atom**: 0.332 Eh/bohr
**LUMO energy**: 0.6 eV
**HOMO-LUMO gap**: 9.24 eV

CARTESIAN COORDINATES (ANGSTROEM)
H -1.256 2.313 -1.245
H -3.751 -1.418 2.004
H 0.559 2.804 2.445
C -1.238 2.724 0.987
C 4.069 -1.234 -0.827
H -4.073 -3.203 1.904
C 3.370 1.817 0.150
H 1.021 2.735 -0.689
H -1.847 2.080 1.839
H -5.553 -3.549 0.104
H -5.086 0.360 -3.030
H 3.224 1.742 -1.047
H -5.523 1.785 -1.914
C -3.120 1.634 -0.546
C 3.119 0.325 0.686
C -4.509 -2.143 2.243
H -3.442 2.493 -0.420
C -1.516 1.701 -0.302
C 1.223 2.943 0.168
H 2.015 0.093 -0.871
C 0.204 2.523 1.203
H 5.189 -2.730 -1.984
C -3.525 0.741 -1.567
C 5.331 -2.416 -1.106
H -2.891 1.270 -2.546
H 5.303 -2.798 0.649
H 2.849 3.056 1.534
C -5.127 -1.598 -0.870
O 1.824 -0.077 0.240
H 2.930 0.480 1.694
H -5.506 0.391 0.039
H -3.306 1.009 0.402
H -4.564 -1.865 3.251
H 0.904 4.196 0.498
H 6.258 -1.432 -1.100
C 2.715 3.136 0.658
H 3.739 -0.938 -2.847
H -4.073 -1.686 -0.431
H -1.154 0.612 -0.216
H 4.639 0.314 -2.388
O 4.163 -1.476 1.440
H -2.988 -0.097 -1.851
H -1.602 3.646 1.089
H 3.174 3.930 0.108
N 3.757 -0.382 -1.813
H -6.373 -1.106 1.624
C -5.858 -2.358 0.059
C -5.808 -2.066 1.561
H 3.173 -2.039 -0.923
H -6.701 -2.723 2.172
O 5.453 -3.323 -0.116
H 4.551 2.220 0.214
H 3.188 -1.703 1.794
H -5.050 -1.921 -1.951
H -7.018 -2.324 -0.032
H 0.466 1.503 1.462
C 4.178 -0.519 0.561
H 5.216 -0.033 0.505
H -6.706 -0.059 -1.159
C -5.637 -0.294 -1.039
C -4.999 0.634 -1.894



[3]
# C18H39NOP2PtSi

C18H39NOP2PtSi as an isolated structure at a distorted geometry (ωB97M-V with the def2-TZVPD basis set, the OMol25 dataset).

## Properties
**Calculated total energy**: -1930.62005 a.u.
**ΔE to the lowest compared entry with this formula, charge and spin**: 2.8 kcal per mole
**Strongest force on any atom**: 0.053 Eh/bohr
**LUMO energy (alpha / beta)**: 0.6 / -0.7 eV
**HOMO-LUMO gap (alpha / beta)**: 5.69 / 6.45 eV
**2S+1**: 5

CARTESIAN COORDINATES (ANGSTROEM)
C 1.535 -3.383 -0.047
C 4.617 0.247 2.243
H -0.925 1.712 2.207
H -2.107 -2.047 0.160
H 1.166 -4.417 -0.078
H 4.798 -0.164 4.923
H 0.579 -0.843 5.637
H -1.522 -3.731 0.263
C -1.170 2.249 1.283
H -1.075 -2.542 1.525
O -3.653 -0.344 -3.859
H 2.940 -1.089 -2.330
H -0.948 0.047 3.689
H 0.450 -0.478 -3.890
C 2.196 -0.234 2.695
Si 2.125 0.148 -2.111
H 3.018 1.338 -1.993
H -2.896 0.093 -3.449
H 1.882 -3.149 0.967
H -1.335 3.309 1.514
H -2.096 1.828 0.868
C 2.716 -0.536 5.436
P 0.167 2.082 0.068
C 3.773 -0.260 4.560
H -6.138 1.471 -4.365
H -1.440 2.380 -1.716
C 1.549 3.124 0.622
C -0.262 -2.655 -2.220
C -0.284 -0.644 3.148
H 4.270 0.068 1.216
P 0.206 -2.231 -0.511
H -5.635 0.850 -1.567
H 0.208 2.800 -2.259
H -5.589 0.019 -5.238
N 2.035 -0.105 1.403
H -1.093 -2.019 -2.551
H 1.210 4.161 0.739
C -1.262 -2.682 0.456
H -4.238 1.866 -1.955
Pt 0.867 -0.080 -0.160
H -0.705 3.932 -1.223
H -4.000 0.202 -1.337
H 4.912 1.304 2.320
H 2.362 3.085 -0.114
H -0.589 -3.703 -2.257
H 1.927 2.752 1.582
H 2.378 -3.274 -0.740
H 5.514 -0.350 2.438
H 0.492 1.282 -3.665
C -5.836 0.419 -4.243
C 1.408 -0.644 4.962
H -0.385 -0.450 2.064
H -6.696 -0.135 -3.834
C 1.117 -0.504 3.609
C 1.105 0.377 -3.700
H -0.662 -1.657 3.347
C -4.680 0.314 -3.362
H 1.792 0.470 -4.552
H 2.913 -0.670 6.499
H 0.583 -2.518 -2.903
C 3.541 -0.094 3.205
C -4.622 0.831 -1.991
C -0.500 2.872 -1.427



[4]
# C18H39NOP2SiSn

C18H39NOP2SiSn as an isolated structure at a distorted geometry (ωB97M-V with the def2-TZVPD basis set, the OMol25 dataset).

## Properties
**Calculated total energy**: -2025.64412 a.u.
**ΔE to the lowest compared entry with this formula, charge and spin**: 0.0 kcal per mole
**Strongest force on any atom**: 0.092 Eh/bohr
**LUMO energy**: -0.2 eV
**HOMO-LUMO gap**: 5.10 eV

CARTESIAN COORDINATES (ANGSTROEM)
C -3.396 -1.078 -0.565
H 3.421 -0.987 2.105
H 4.473 1.090 -1.179
H 0.909 -1.392 1.444
H -0.679 -1.210 3.201
H 3.654 0.782 2.049
H -0.104 3.113 -1.208
H 4.793 -0.298 1.179
C 3.046 -1.616 -0.957
H 0.031 4.815 -3.016
C 1.707 3.228 1.559
H -0.738 1.097 3.987
C -0.693 -2.239 2.809
C -0.076 1.387 -2.551
H 1.010 -4.161 2.074
C 0.216 1.560 3.696
C 3.391 1.252 -1.058
P -2.656 0.331 0.333
C 0.005 3.746 -3.271
C 3.744 -0.149 1.473
H 4.133 -1.780 -1.003
C 0.001 1.986 -4.949
H 2.642 2.684 1.743
H -3.223 1.115 2.584
H 0.405 2.412 4.367
P 2.721 -0.088 -0.029
H -3.130 -2.022 -0.074
H 1.714 3.600 0.525
H -4.549 0.176 1.822
C -1.310 3.377 1.744
H -1.114 4.246 2.394
H 1.023 0.829 3.836
C -0.066 2.812 -2.261
H 0.100 4.108 -5.407
H -3.119 -0.666 2.501
H 0.023 1.674 -5.996
C -3.461 0.235 1.972
H -1.738 -2.571 2.746
Sn 0.114 0.039 0.340
C -3.435 1.735 -0.536
H 3.217 2.232 -0.596
H 1.685 4.104 2.227
Si 0.162 2.219 1.936
H -2.982 -1.087 -1.581
O -0.751 -1.917 0.370
C -0.066 1.030 -3.954
H -1.413 3.752 0.716
C 0.043 3.356 -4.615
H 2.566 -2.478 -0.477
H -4.490 -0.961 -0.603
H -4.525 1.583 -0.535
C -0.011 -2.361 1.459
H -3.189 2.692 -0.061
H -0.169 -2.871 3.539
H -0.097 -0.042 -4.178
H -0.218 -4.380 0.814
H -3.068 1.749 -1.572
H 1.351 -3.685 0.398
H 2.643 -1.511 -1.974
C 0.581 -3.719 1.171
N -0.092 0.403 -1.681
H 2.906 1.235 -2.043
H -2.264 2.935 2.056